C3H13N3O3 | the ωB97M-V functional and the def2-TZVPD basis

The geometry in XYZ format:
```
22
Properties=species:S:1:pos:R:3
C -0.41903 0.59827 -1.71271
N -0.50267 0.99843 -0.36990
C -1.31444 0.47731 0.65492
N -2.58245 0.06645 0.31893
O -0.96996 0.63397 1.79711
C 0.39392 -0.77920 -1.75464
N 1.67939 -0.70403 -1.12106
H 0.11741 1.36910 -2.27349
H -1.41963 0.50390 -2.12794
H 0.36741 1.33274 0.07963
H -2.96140 0.12233 -0.61239
H -3.33600 0.23441 0.96644
H -0.30061 -1.49994 -1.27710
H 0.30778 -1.21403 -2.74904
H 1.63933 -1.16633 -0.21430
H 2.32865 -1.23973 -1.68470
H 0.25308 -1.51488 1.49022
H 0.91869 -1.37641 2.93220
O 1.04359 -1.35877 1.96571
H 1.30818 2.24049 2.01218
H 1.48584 0.71257 1.89330
O 1.96292 1.56336 1.78664
```

As for the spin multiplicity: 2. As for the charge: +1. As for the frontier orbital gap (spin up / spin down): 11.4 / 5.8 eV.

---

C31H26F4NO5OsS2 | the ωB97M-V functional and the def2-TZVPD basis

The geometry in XYZ format:
```
70
Properties=species:S:1:pos:R:3
Os 0.52861 -1.28256 0.47201
S 0.40283 -1.74159 2.84112
C -0.71377 -3.07820 2.98744
C -0.66763 -3.95870 4.06644
C -1.51977 -5.05256 4.11396
C -2.44106 -5.25973 3.09015
C -2.52811 -4.34795 2.04799
C -1.66294 -3.25972 2.00326
S -1.72458 -2.07358 0.72858
H 0.05081 -3.77432 4.85672
H -1.45605 -5.75107 4.93930
H -3.07716 -6.13639 3.09656
H -3.24817 -4.48064 1.24946
C -3.40942 4.80455 -1.95900
C -4.20132 3.88270 -1.03451
C -5.58873 3.62545 -1.61943
C -6.20241 2.35054 -1.05507
C -5.31141 1.20048 -1.42012
C -5.76963 -0.01127 -1.87336
C -4.86448 -1.05456 -2.07881
F -5.34941 -2.22621 -2.54289
C -3.53638 -0.93118 -1.80266
C -3.05113 0.30757 -1.35170
C -1.65256 0.44309 -0.94438
O -0.84302 -0.48543 -1.18551
C -1.33119 1.65969 -0.27117
C -2.21411 2.69069 -0.28810
N -3.45227 2.62250 -0.82564
C -3.93061 1.38527 -1.22718
C -0.04501 1.84877 0.50508
O 0.38906 2.99421 0.63149
O 0.42961 0.79161 1.00949
H -3.89555 5.77985 -2.01535
H -3.36297 4.37689 -2.96201
H -2.38893 4.94693 -1.60664
H -4.30038 4.36584 -0.05826
H -5.50794 3.52683 -2.70483
H -6.21981 4.48887 -1.40373
H -7.21530 2.19731 -1.42687
H -6.25034 2.42497 0.03672
H -6.82624 -0.17514 -2.04493
H -2.85610 -1.76790 -1.88839
H -1.91689 3.63517 0.15080
F 2.21106 -3.39351 -0.60218
C 0.90182 -3.18983 -0.21679
F 0.18128 -3.50934 -1.34620
F 0.65944 -4.23385 0.63226
C 8.43869 1.35261 0.10971
C 7.02966 0.82172 0.04829
C 5.95335 1.66920 -0.16918
C 4.64492 1.19593 -0.20864
C 3.50086 2.14597 -0.44869
C 4.42630 -0.16952 -0.01033
C 5.49555 -1.05326 0.17229
C 5.26855 -2.53589 0.32076
C 6.78541 -0.53989 0.18883
C 3.02422 -0.67269 0.08036
O 2.63013 -1.22381 1.14402
O 2.20800 -0.54832 -0.86736
H 8.44607 2.43368 0.24676
H 8.98028 1.11951 -0.81020
H 8.98767 0.89741 0.93554
H 6.13102 2.73235 -0.29576
H 3.87086 3.14370 -0.68438
H 2.84799 2.21899 0.42399
H 2.87605 1.79839 -1.26946
H 4.51521 -2.74258 1.07847
H 6.19671 -3.03984 0.58970
H 4.90045 -2.96037 -0.61531
H 7.62029 -1.21788 0.33747
```

As for the spin multiplicity: 1. As for the charge: -1. As for the frontier orbital gap (spin up / spin down): 5.9 / 5.9 eV.

---

C27H28ClCoNO3P2 | the ωB97M-V functional and the def2-TZVPD basis

The geometry in XYZ format:
```
63
Properties=species:S:1:pos:R:3
C -2.17095 2.67117 -3.28377
C -1.92907 1.50242 -2.56151
C -0.57399 1.15444 -2.33760
C 0.44703 2.10715 -2.55591
C 0.16967 3.28708 -3.26586
C -1.14634 3.55034 -3.64718
C 1.75177 1.71006 -1.96373
C 2.12620 0.31125 -2.28370
C 1.06923 -0.59933 -2.06390
C 1.34096 -1.98159 -1.99670
C 2.61096 -2.40033 -2.38703
C 3.63098 -1.50429 -2.71523
C 3.40117 -0.13492 -2.65189
H -3.20457 2.87811 -3.55174
H 0.97712 3.96245 -3.54205
H -1.39319 4.41986 -4.24863
H 2.55058 2.42894 -2.16230
H 2.79198 -3.47039 -2.40487
H 4.58947 -1.88591 -3.04398
H 4.17378 0.59230 -2.88624
N -0.21046 -0.09636 -1.83664
Co -0.71822 -0.26146 0.15685
C -2.99400 0.59702 -2.02040
H -2.97937 -0.40676 -2.47548
H -3.98691 1.02840 -2.16442
C 0.24184 -2.89513 -1.56548
H -0.61062 -2.88982 -2.26130
H 0.60385 -3.91848 -1.46490
P -2.72635 0.35901 -0.18537
P -0.44294 -2.38175 0.08751
C 0.81562 -2.97251 1.25598
H 0.40307 -2.90266 2.27141
H 1.07806 -4.01461 1.03056
H 1.71042 -2.33502 1.18718
C -1.88538 -3.46168 0.32898
H -1.57236 -4.51423 0.32548
H -2.34193 -3.22809 1.29944
H -2.61795 -3.29916 -0.47155
C -2.98996 2.02793 0.49992
H -3.95470 2.43552 0.16937
H -2.97421 1.95138 1.59558
H -2.17831 2.69197 0.17316
C -4.13871 -0.63066 0.37190
H -4.08480 -0.72318 1.46420
H -5.07737 -0.13071 0.09922
H -4.11003 -1.62853 -0.08225
C -0.91191 -0.23278 1.86926
O -1.11622 -0.28110 3.01716
H 1.51364 1.58324 -0.77222
Cl 1.44820 1.18938 7.37371
C 1.73402 1.06473 5.69191
C 2.64818 0.10846 5.20719
C 2.81577 -0.04382 3.82264
C 2.07034 0.74415 2.92922
C 1.21077 1.73153 3.43191
C 1.02637 1.89274 4.80272
C 2.14008 0.53128 1.41831
O 2.80368 -0.43320 0.98208
O 1.44303 1.41138 0.76768
H 3.19285 -0.50952 5.91368
H 3.50900 -0.77709 3.41460
H 0.68454 2.38400 2.73658
H 0.31659 2.63737 5.15850
```

As for the spin multiplicity: 5. As for the charge: +1. As for the frontier orbital gap (spin up / spin down): 5.8 / 3.3 eV.

---

CH4KO2 | the ωB97M-V functional and the def2-TZVPD basis

The geometry in XYZ format:
```
8
Properties=species:S:1:pos:R:3
H 2.49373 -1.11237 -1.31450
O 2.44562 -0.52088 -0.51957
K 1.59320 -1.18619 1.61254
O -0.42540 -0.44332 0.01590
C -1.32052 0.60534 0.05753
H -2.25535 0.25952 -0.42607
H -1.57127 0.91876 1.08599
H -0.96001 1.47914 -0.51182
```

As for the spin multiplicity: 2. As for the frontier orbital gap (spin up / spin down): 7.6 / 5.6 eV.

---

Question: Among the records above, which one has the lowest spin multiplicity?
Answer: C31H26F4NO5OsS2

---

Question: What is the spin multiplicity in the fourth record?
Answer: 2

---

Question: Which value of spin multiplicity does entry 3 give?
Answer: 5

---

Question: What is the spin multiplicity in the third record?
Answer: 5